No. 1
117
Properties=species:S:1:pos:R:3:forces:R:3:lowdin_charge:R:1 method="wB97M-V/def2-TZVPD" multiplicity=1 e_homo_ha=-0.201
Li -0.61359 1.16371 -0.00106 0.4 0.0 0.0 0.30
C 2.84418 3.06259 2.08338 -0.2 -0.7 0.1 -0.27
Si 1.89234 1.95895 0.74921 0.3 0.1 0.7 0.64
C 2.95613 2.36001 -0.85592 0.1 -0.1 1.4 -0.31
C 4.20820 2.98886 -0.81008 -0.6 -0.4 0.0 -0.10
C 5.00146 3.13595 -1.93438 -1.4 0.4 0.4 -0.09
C 4.46179 2.78222 -3.15848 0.1 -0.5 -1.3 -0.08
C 3.18756 2.15679 -3.24024 2.2 1.6 -1.7 -0.12
C 2.46255 1.98241 -2.08630 -0.9 -1.0 -0.6 -0.44
P 0.72957 1.39308 -2.25295 -0.2 0.1 -0.2 1.08
C 0.92491 -0.27797 -3.12862 0.6 -0.1 -0.5 -0.42
C 1.35617 -0.32280 -4.61668 0.1 -0.7 0.7 -0.19
C 1.43585 -1.81403 -5.14290 -1.5 1.1 1.1 -0.17
C 2.41756 -2.57107 -4.25386 -2.2 -2.4 0.8 -0.20
C 2.07996 -2.47632 -2.75066 0.2 -0.8 0.4 -0.20
C 2.01326 -1.04690 -2.31687 -0.9 1.2 -0.6 -0.23
C 0.22153 2.90757 -3.33977 -1.4 -1.1 0.0 -0.39
C -0.95407 3.61655 -2.66020 0.7 0.5 -0.2 -0.23
C -2.18564 2.80872 -2.84686 -2.3 -1.0 0.9 -0.23
C -2.55180 2.48022 -4.32795 -0.4 0.1 0.9 -0.17
C -1.33038 1.73841 -4.88435 -1.4 3.0 -2.3 -0.20
C -0.12021 2.67684 -4.81838 0.5 -1.8 1.6 -0.17
C 2.50885 0.07956 1.11984 0.0 1.0 0.0 -0.32
C 3.83228 -0.26850 0.87426 0.8 -1.0 -0.3 -0.09
C 4.34801 -1.58892 0.90838 -2.4 1.3 0.7 -0.07
C 3.42620 -2.55674 1.20406 -1.0 -2.1 0.1 -0.11
C 2.07814 -2.26226 1.42188 -0.1 1.6 0.4 -0.10
C 1.61520 -0.94103 1.49374 0.0 0.0 -0.4 -0.40
P -0.14119 -0.43955 1.95865 0.2 -0.5 0.3 1.05
C -0.91571 -2.10333 2.46497 -0.1 0.9 0.9 -0.43
C -0.50027 -2.67491 3.80441 0.9 -1.8 1.2 -0.20
C -0.91478 -4.18778 3.94475 -1.3 0.4 1.1 -0.19
C -2.19627 -4.52386 3.20252 -0.5 0.3 -2.3 -0.22
C -3.09304 -3.29112 3.23062 -1.4 0.1 -1.0 -0.21
C -2.46359 -2.20213 2.33637 0.4 0.4 1.4 -0.20
C 0.20046 0.51353 3.56224 0.0 -0.7 0.0 -0.43
C 1.43449 -0.03441 4.36071 0.2 1.5 0.9 -0.20
C 1.17798 0.05306 5.89127 -0.3 -0.4 -1.0 -0.19
C 0.80459 1.52449 6.10977 -0.1 -0.1 1.0 -0.20
C -0.62903 1.80628 5.59391 -0.2 -0.2 -0.5 -0.19
C -1.05639 0.85964 4.42389 -0.2 -0.2 0.0 -0.20
H 3.92510 3.07130 2.00112 0.4 -0.1 -0.2 -0.01
H 2.68323 2.80166 3.14566 -0.4 0.0 -0.4 0.00
H 2.52059 4.08627 1.93783 -0.2 0.4 0.0 0.00
H 4.50764 3.41865 0.12948 0.4 -0.1 0.2 0.07
H 5.87818 3.71056 -1.78194 1.0 0.2 -0.5 0.09
H 5.02038 3.02672 -4.09757 -0.6 -0.4 0.9 0.11
H 2.84836 2.01718 -4.30149 -0.1 -0.1 1.4 0.11
H -0.04987 -0.80026 -3.00366 0.4 0.3 -0.1 0.09
H 2.39474 0.06908 -4.62976 -0.6 0.0 -0.3 0.10
H 0.67472 0.33793 -5.14233 0.3 -0.5 -0.7 0.06
H 1.73365 -1.79250 -6.17756 0.2 -0.2 -0.4 0.09
H 0.38574 -2.28753 -5.11144 1.5 0.6 0.1 0.13
H 3.41830 -2.33409 -4.39849 1.9 0.9 -0.5 0.09
H 2.32816 -3.66058 -4.47049 0.2 0.6 -0.2 0.12
H 2.78183 -3.05071 -2.09971 -0.1 0.4 -0.7 0.12
H 1.13474 -2.99461 -2.58187 -0.3 0.1 0.0 0.09
H 2.97257 -0.58589 -2.54151 0.2 0.2 0.1 0.12
H 1.80084 -0.82609 -1.28687 0.2 -0.6 0.8 0.07
H 1.08412 3.47969 -3.24624 1.4 1.2 0.0 0.07
H -1.09926 4.63461 -3.07085 0.2 -0.3 0.1 0.13
H -0.75768 3.71577 -1.58960 0.1 0.1 0.0 0.09
H -3.00295 3.22866 -2.17546 0.5 -0.2 -1.3 0.11
H -1.99702 1.83621 -2.36924 0.1 0.1 -0.1 0.05
H -2.72455 3.40964 -4.84818 0.2 0.5 -0.4 0.10
H -3.51795 1.93094 -4.50944 1.0 0.1 0.7 0.12
H -1.55678 1.49376 -5.93306 0.2 -0.3 0.2 0.12
H -1.23842 0.88354 -4.31358 0.6 -2.0 1.0 0.06
H -0.28909 3.64419 -5.24530 -0.2 0.4 -0.7 0.11
H 0.73589 2.16406 -5.24733 0.1 0.5 -0.5 0.08
H 4.52416 0.50165 0.61263 0.3 0.6 -0.2 0.08
H 5.34281 -1.87905 0.77371 1.5 0.1 -0.3 0.08
H 3.67723 -3.63598 1.28938 0.1 0.8 -0.3 0.11
H 1.31472 -2.97795 1.56881 -0.1 -1.3 0.3 0.07
H -0.59054 -2.74748 1.69756 0.8 -0.9 -1.0 0.06
H -0.90966 -2.10332 4.64916 -0.1 -0.1 -0.3 0.09
H 0.58238 -2.81133 4.04396 -0.5 1.1 -0.7 0.11
H -1.10408 -4.40068 5.05004 0.6 0.1 -1.3 0.13
H -0.15650 -4.82199 3.53318 0.8 -0.4 0.2 0.09
H -2.71509 -5.42301 3.54233 0.2 0.1 0.2 0.10
H -1.99050 -4.72705 2.04628 -0.2 0.3 2.2 0.15
H -3.35694 -2.89321 4.18909 0.7 0.1 1.2 0.09
H -4.14278 -3.51180 2.89231 0.9 0.0 -0.4 0.12
H -2.92127 -1.22758 2.45995 -0.3 0.3 0.3 0.10
H -2.66078 -2.51188 1.36294 -0.4 -0.3 -2.0 0.06
H 0.49701 1.47067 3.14458 0.1 0.3 -0.2 0.05
H 2.28456 0.66466 4.21586 -0.3 -0.4 -0.4 0.10
H 1.76440 -0.97913 3.99347 0.1 -0.8 0.0 0.07
H 2.02565 -0.26765 6.51545 -0.1 0.1 -0.4 0.11
H 0.35284 -0.65873 6.08491 0.1 0.5 0.4 0.10
H 1.57032 2.17198 5.61949 -0.7 -0.5 -0.1 0.11
H 0.90551 1.81550 7.16698 -0.3 -0.2 -0.1 0.10
H -0.62420 2.82314 5.21122 -0.2 0.2 -0.1 0.09
H -1.43984 1.75240 6.34869 0.8 0.0 0.0 0.11
H -1.75552 1.44588 3.78058 0.3 -0.6 0.3 0.10
H -1.64430 -0.03454 4.82231 0.9 1.0 -0.6 0.11
N -4.45172 -0.19453 -0.61424 0.4 -0.4 -0.2 0.18
C -4.01965 -1.44686 -1.00947 -0.4 -0.6 0.3 -0.21
C -4.71301 -2.66910 -0.98218 0.7 -0.5 -0.5 -0.01
C -3.95367 -3.80475 -1.32026 0.1 1.3 0.4 -0.08
C -2.55348 -3.72999 -1.58386 -1.3 -0.3 0.5 -0.09
C -1.91860 -2.51478 -1.55553 1.9 0.6 0.2 -0.02
C -2.64755 -1.34509 -1.24154 0.0 0.3 0.2 -0.22
N -2.22475 -0.04046 -0.92386 -2.0 0.6 0.4 0.12
C -3.35490 0.60961 -0.54457 1.7 -1.9 0.3 -0.27
C -3.37336 1.90629 0.11699 0.5 1.3 0.0 -0.32
C -4.44556 2.77461 0.20455 1.1 -1.1 -0.2 -0.35
S -3.91333 4.29701 0.77425 -0.3 -0.5 0.4 1.05
C -2.35431 3.63465 0.99206 1.6 0.9 0.9 -0.48
N -2.14083 2.42024 0.60185 -2.1 -0.3 -0.8 0.00
H -5.30735 -0.07689 -0.11501 -0.3 0.4 0.1 0.16
H -5.75915 -2.71485 -0.64645 0.5 -0.1 -0.4 0.11
H -4.39610 -4.77547 -1.29687 -0.4 -0.4 0.0 0.09
H -2.03863 -4.69711 -1.64151 0.1 0.7 -0.4 0.11
H -0.79748 -2.47049 -1.66204 -1.4 0.1 0.1 0.11
H -5.44970 2.48790 -0.04678 -0.2 0.5 -0.2 0.08
H -1.56488 4.22258 1.52615 -0.7 -0.5 -0.8 0.11


No. 2
49
Properties=species:S:1:pos:R:3:forces:R:3:lowdin_charge:R:1 method="wB97M-V/def2-TZVPD" e_above_lowest_kj_mol=440.33 charge=+1 multiplicity=1 e_homo_ha=-0.315
Cl -3.38347 1.37229 11.85575 -0.5 -0.7 -0.3 0.69
C -4.32671 -0.02948 11.24188 0.5 0.4 0.8 -0.46
N -4.62829 0.08717 9.78171 0.1 0.1 -0.1 -0.27
C -5.47315 1.31841 9.48219 0.1 0.2 1.5 -0.06
C -5.77552 1.37348 8.01980 0.1 -0.5 -1.5 -0.04
N -5.16933 0.17113 7.39975 0.7 -0.2 3.8 -0.23
F -5.49602 0.24449 5.93064 -0.6 0.7 -5.2 -0.03
C -5.74863 -1.08399 7.92178 0.0 0.6 -1.2 -0.04
C -5.41684 -1.13591 9.38366 0.0 -0.6 1.3 -0.06
C -3.69473 0.19975 7.50166 -1.0 0.1 -1.2 -0.05
C -3.35045 0.12786 8.95328 0.6 -0.1 1.5 -0.06
H -3.72713 -0.93441 11.42024 -0.3 0.3 -0.2 0.11
H -5.26859 -0.06730 11.80888 0.3 0.0 -0.4 0.11
H -6.38573 1.23492 10.08609 0.3 0.0 0.0 0.16
H -4.90486 2.18743 9.82486 -0.1 -0.2 0.0 0.12
H -6.84681 1.35232 7.79001 0.2 0.1 0.0 0.16
H -5.31691 2.23806 7.52569 -0.2 -0.2 0.1 0.16
H -6.82821 -1.04794 7.73139 0.3 0.0 0.0 0.14
H -5.30302 -1.90967 7.35424 -0.2 0.2 0.1 0.16
H -4.80473 -2.01252 9.62806 -0.1 0.2 0.1 0.15
H -6.32212 -1.15426 10.00311 0.3 0.0 0.0 0.15
H -3.31185 -0.64998 6.92637 0.0 0.2 0.1 0.16
H -3.36848 1.13574 7.03713 0.0 -0.2 0.0 0.16
H -2.78013 0.99876 9.29086 -0.1 -0.2 0.0 0.12
H -2.78543 -0.78227 9.19254 -0.2 0.2 0.1 0.15
C -8.63839 -2.92035 4.65817 -0.4 -0.2 0.0 -0.07
C -8.47628 -1.45040 4.94991 0.1 -0.2 -0.3 -0.25
O -7.36055 -0.99993 4.16875 -0.6 0.1 0.6 -0.04
C -7.17462 0.35122 4.24981 -0.2 0.2 0.0 -0.54
C -5.96720 0.70749 3.55722 -0.7 -1.3 1.1 0.01
C -5.77658 1.97154 3.00654 0.7 2.3 -0.7 -0.22
C -6.44156 3.13924 3.50383 0.3 -0.5 -0.1 -0.01
C -6.09065 4.39623 3.05283 0.1 0.1 -0.1 -0.03
C -5.11062 4.55009 2.05833 -0.1 -0.4 0.1 -0.24
C -4.66395 5.85656 1.68173 0.7 2.3 -0.7 -0.19
N -4.28601 6.92873 1.39834 -0.8 -2.3 0.6 0.15
C -4.55500 3.41117 1.44781 0.1 0.0 0.0 -0.03
C -4.87375 2.14788 1.90649 -0.4 -0.1 0.7 -0.02
O -7.98332 1.07021 4.84330 0.6 -0.4 -0.3 0.02
H -9.22158 -3.39791 5.44860 0.0 0.0 -0.1 0.08
H -9.17626 -3.05257 3.71738 0.1 -0.1 0.0 0.08
H -7.67707 -3.42447 4.57889 0.1 0.0 0.1 0.08
H -9.37437 -0.88709 4.66961 0.2 -0.1 0.2 0.13
H -8.26247 -1.26992 6.01236 -0.1 0.1 -0.1 0.10
H -5.36255 -0.12094 3.21906 -0.1 0.0 -0.2 0.11
H -7.21799 3.00298 4.25512 0.3 0.1 -0.2 0.10
H -6.56667 5.28229 3.47164 0.1 -0.2 -0.1 0.12
H -3.85939 3.53397 0.61689 -0.2 0.0 0.3 0.12
H -4.46405 1.25003 1.43763 0.0 0.4 0.1 0.12